{"formula": "C45H31N8O3S3Ti", "method": "ωB97M-V with the def2-TZVPD basis set", "elements": ["N", "O", "C", "C", "H", "C", "H", "H", "N", "H", "C", "H", "H", "C", "C", "H", "H", "H", "C", "C", "H", "C", "H", "C", "C", "N", "C", "C", "C", "H", "C", "C", "Ti", "C", "S", "C", "O", "H", "C", "C", "H", "C", "O", "C", "H", "C", "C", "H", "C", "H", "C", "N", "C", "C", "H", "C", "S", "H", "N", "H", "S", "C", "H", "H", "H", "C", "C", "C", "C", "C", "H", "C", "H", "C", "N", "N", "H", "C", "H", "C", "H", "C", "C", "N", "C", "H", "C", "C", "H", "H", "C"], "xyz": [[-0.813, 4.312, 1.040], [0.676, 0.945, -0.789], [-2.626, -2.292, 3.614], [0.245, 2.244, 1.562], [3.513, -3.236, 2.353], [7.494, 1.388, 2.026], [-0.593, -3.823, 7.839], [-5.155, 0.275, -4.961], [-1.748, -1.177, 1.676], [-6.093, -2.581, 1.417], [2.552, -3.297, 1.856], [-6.312, -1.681, -0.843], [2.875, 2.979, 2.140], [-1.957, 2.239, 0.975], [-2.367, -2.815, 4.967], [1.161, 4.198, 1.588], [1.147, 1.691, -7.766], [8.347, 0.898, 1.569], [1.820, -2.137, 1.593], [5.143, 1.516, 2.454], [-4.649, -2.964, 3.475], [1.430, 1.433, 1.873], [1.352, -0.281, -6.382], [1.470, -0.226, -4.247], [1.644, 2.339, -7.046], [-0.867, 1.537, 1.317], [1.641, 0.584, -3.135], [2.689, 1.913, 2.117], [0.191, -3.444, 0.633], [-1.150, 0.667, -2.447], [0.255, 3.632, 1.412], [-5.252, -2.093, 0.938], [-0.265, -0.404, 0.430], [3.757, 1.014, 2.290], [-0.783, -2.812, 5.639], [-3.242, 0.252, -2.792], [2.757, -0.366, -0.980], [1.128, 3.300, -7.029], [-2.933, -1.360, 1.055], [-5.374, -1.596, -0.308], [1.307, -1.290, -4.125], [1.668, 1.715, -5.673], [0.547, -1.262, -1.563], [-2.057, 0.235, -2.044], [-2.820, 4.153, 0.545], [5.409, 2.669, 3.180], [-2.722, 2.227, -6.127], [-0.759, -3.502, 0.118], [1.859, 2.506, -4.537], [2.658, 2.524, -7.408], [2.216, -0.777, 1.922], [0.626, -2.216, 0.974], [-1.304, -3.589, 7.062], [6.718, 3.112, 3.287], [-0.656, -1.420, 3.372], [-1.933, 3.607, 0.839], [1.461, -0.107, -1.536], [-2.240, 2.871, -6.848], [2.116, -4.498, 1.535], [6.943, 4.008, 3.855], [-1.953, 1.880, -4.649], [-3.050, -0.870, -0.296], [-4.577, 1.689, -7.090], [0.557, -5.547, 0.649], [6.069, -0.012, 1.245], [1.842, 1.957, -3.267], [-3.265, 0.901, -4.115], [-4.265, -0.944, -0.965], [-3.250, -3.387, 5.835], [0.923, -4.564, 0.917], [-4.309, -3.492, 5.636], [6.221, 0.867, 1.860], [4.616, 3.207, 3.685], [-1.616, -1.617, 2.910], [7.757, 2.493, 2.728], [1.191, 0.098, 1.745], [1.965, 2.581, -2.390], [-4.241, 0.847, -5.067], [-3.178, -4.305, 7.851], [-4.344, -0.357, -2.238], [4.290, -1.067, 2.361], [-4.014, -1.979, 1.671], [-3.931, 1.609, -6.226], [-1.949, -0.310, -0.847], [3.492, -0.350, 2.221], [-5.285, -0.382, -2.777], [-2.642, -3.829, 7.041], [1.490, 0.347, -5.509], [2.011, 3.574, -4.652], [-2.870, 1.683, 0.807], [-3.831, -2.457, 2.976]], "charge": 1, "s2": 2.0297, "multiplicity": 3, "orbital_gap_ha": [0.184, 0.267], "largest_force_ev_per_a": 1.29, "e_above_lowest_ev": 0.6208}

---

{"formula": "C45H32F9N4O5PRuS", "method": "ωB97M-V with the def2-TZVPD basis set", "elements": ["H", "C", "C", "F", "N", "C", "C", "C", "F", "H", "H", "H", "C", "F", "H", "H", "H", "C", "H", "Ru", "H", "H", "F", "O", "H", "C", "C", "S", "C", "F", "C", "C", "H", "H", "H", "H", "O", "C", "N", "H", "C", "O", "H", "H", "C", "C", "C", "H", "C", "H", "N", "H", "O", "C", "C", "C", "F", "C", "C", "F", "C", "O", "C", "H", "H", "C", "N", "C", "C", "H", "C", "F", "C", "H", "F", "C", "C", "C", "C", "C", "H", "C", "H", "H", "P", "C", "C", "C", "C", "C", "H", "H", "H", "C", "H", "C", "C", "C"], "xyz": [[7.628, 3.979, 0.925], [-4.138, 0.277, -0.882], [-5.101, 0.564, 0.069], [-7.859, 3.495, -1.012], [3.984, 0.087, -1.347], [5.483, 4.213, 0.824], [5.228, -0.367, 2.110], [4.873, -1.930, -2.331], [-4.121, -4.417, 5.116], [4.731, -2.955, -2.748], [-2.861, 3.213, 3.106], [2.750, -1.508, -1.820], [-3.026, -2.452, -2.334], [-3.950, -2.496, 6.043], [-0.089, -1.354, -1.107], [5.381, 5.118, 1.417], [3.358, 4.194, 0.396], [-3.232, -3.385, 2.523], [-2.872, -3.326, 0.320], [2.217, 1.392, -0.575], [-3.778, 3.980, 0.975], [4.119, -2.015, 1.284], [-0.957, -4.579, -5.602], [2.106, 2.239, -2.670], [-5.809, 1.711, -3.478], [-2.808, -1.353, 1.234], [-2.590, -3.421, -3.262], [1.383, 1.088, -3.293], [5.215, 0.908, 2.659], [0.504, -5.111, -4.076], [5.367, 1.879, -0.656], [1.619, -1.139, 1.450], [-2.500, 3.606, -1.030], [-5.074, 0.138, 1.051], [-2.934, -0.645, 4.585], [-2.676, 0.337, 2.495], [1.214, 0.119, -2.154], [3.800, -1.162, -1.792], [4.223, 2.570, -0.416], [0.730, -3.228, -2.926], [6.120, -1.315, -2.426], [1.648, -1.950, 0.513], [-3.342, -4.427, 2.657], [-0.259, -1.596, 2.056], [-1.005, 2.597, 2.335], [-2.771, 3.485, 1.016], [-2.144, -1.712, -1.545], [6.775, -1.881, -3.063], [-2.959, -1.298, 3.709], [-0.563, 2.265, 3.254], [1.741, 1.928, 2.282], [3.964, 2.587, 3.204], [0.083, 1.585, -3.674], [-6.449, 1.692, -1.511], [-2.936, -2.757, 1.314], [-3.348, -2.640, 3.692], [-1.439, -5.961, -4.108], [4.031, -1.006, 1.624], [6.587, 2.384, -0.207], [-7.933, 2.762, -3.057], [-2.798, -0.689, 2.435], [2.230, 0.508, -4.315], [0.661, -1.343, 2.495], [-3.570, 0.609, -2.893], [0.429, -0.448, 3.177], [2.820, 1.073, 2.248], [1.026, 1.908, 1.116], [4.022, 1.566, 2.757], [-0.309, -2.898, -2.696], [-4.124, -2.367, -2.179], [-4.314, 0.779, -2.164], [-8.814, 1.608, -1.481], [-0.788, -1.967, -1.732], [-0.305, 2.437, -0.995], [-2.121, -3.579, 5.460], [5.232, 0.574, -1.346], [4.307, 3.742, 0.253], [-2.101, 3.207, -0.176], [6.324, -0.010, -1.886], [-7.767, 2.421, -1.800], [1.039, -2.228, 3.027], [-6.229, 1.296, -0.171], [7.299, 0.468, -2.056], [-3.327, -3.953, -3.835], [-2.501, -0.430, -0.338], [-0.751, -4.852, -4.275], [-3.406, -3.274, 5.082], [2.846, -0.284, 1.775], [-0.814, 2.676, -0.097], [-5.536, 1.367, -2.502], [6.247, 1.258, 2.898], [6.140, -0.938, 2.127], [-6.867, 1.627, 0.633], [-2.261, 3.071, 2.240], [7.608, 1.829, -0.282], [6.698, 3.515, 0.643], [-1.255, -3.659, -3.407], [-0.311, 2.382, 1.126]], "charge": -1, "s2": 8.7785, "multiplicity": 6, "orbital_gap_ha": [0.216, 0.252], "largest_force_ev_per_a": 3.83, "e_above_lowest_ev": 2.0716}